No. 1
{"formula": "C4H9NO", "method": "ωB97M-V/def2-TZVPD", "homo_lumo_gap_ha": 0.3801, "charge": 0, "e_lumo_ev": 0.88, "smiles": "CCNC(C)=O", "de_lowest_kj_mol": 183.1, "symbols": ["C", "C", "N", "C", "O", "C", "H", "H", "H", "H", "H", "H", "H", "H", "H"], "coordinates": [[-2.356, 0.571, -0.006], [-1.064, -0.252, -0.343], [0.068, 0.354, 0.325], [1.078, -0.609, 0.237], [0.845, -1.770, 0.511], [2.464, -0.095, 0.047], [-3.275, 0.120, -0.393], [-2.344, 1.636, -0.281], [-2.468, 0.569, 1.098], [-1.202, -1.243, 0.064], [-0.411, -0.617, -1.366], [0.267, 1.251, -0.117], [2.540, 0.837, -0.520], [3.140, -0.853, -0.345], [2.717, 0.101, 1.090]], "atomic_forces_ev_per_a": [[0.3, -0.2, -0.5], [0.3, -0.8, -1.4], [0.5, -0.3, 0.0], [0.5, 0.3, 1.4], [0.3, 0.3, -0.6], [0.3, 0.1, 0.2], [0.3, 0.0, -0.2], [0.2, -0.3, -0.3], [0.4, -0.2, -0.5], [-0.2, 0.0, 0.4], [-3.5, 1.4, 1.1], [0.4, -0.4, 0.2], [-0.1, -0.2, 0.1], [-0.2, 0.0, 0.1], [0.6, 0.2, 0.0]]}



No. 2
{"formula": "C8H13N2S", "method": "ωB97M-V/def2-TZVPD", "homo_lumo_gap_ha": [0.2208, 0.2441], "charge": 1, "e_lumo_ev": [-5.87, -5.61], "de_lowest_kj_mol": 619.1, "symbols": ["C", "C", "C", "C", "C", "C", "C", "C", "N", "N", "S", "H", "H", "H", "H", "H", "H", "H", "H", "H", "H", "H", "H", "H"], "coordinates": [[0.356, 0.023, -3.193], [0.762, -0.050, -1.893], [-1.218, 0.950, -1.924], [-0.519, 0.402, 0.161], [-0.522, 0.187, 2.640], [1.625, 0.557, 1.248], [0.231, -1.707, 0.976], [0.210, -0.134, 1.289], [-0.908, 0.669, -3.230], [-0.274, 0.409, -1.101], [-3.174, 0.473, 0.571], [0.816, -0.472, -3.970], [1.417, -0.616, -1.380], [-2.080, 1.338, -1.525], [0.040, -0.284, 3.505], [-1.484, -0.187, 2.761], [-0.577, 1.240, 2.763], [2.015, 0.526, 0.244], [1.593, 1.556, 1.516], [2.348, 0.092, 2.034], [0.473, -1.700, -0.090], [-0.823, -2.032, 1.234], [1.018, -2.232, 1.450], [-1.324, 0.991, -4.086]], "atomic_forces_ev_per_a": [[-0.6, 0.7, 2.7], [-2.3, 0.1, -2.4], [1.5, -1.6, -3.5], [-4.2, 0.7, 4.6], [2.9, -1.0, 0.3], [0.7, -2.8, 1.2], [-1.5, 2.0, -0.6], [0.5, -0.4, 0.9], [1.8, -0.1, 3.5], [-0.3, 1.5, -3.9], [2.1, -0.1, -0.5], [0.7, -0.4, -1.9], [2.8, -1.6, 0.7], [-2.1, 1.2, 0.7], [-0.2, 0.7, -1.0], [-1.8, -0.8, -0.5], [0.1, 1.0, 0.3], [0.7, -0.3, -0.1], [-0.5, 2.1, 0.5], [-1.3, 0.4, -1.6], [-0.5, -1.1, 0.1], [1.5, -0.2, -0.6], [0.5, -0.4, 1.0], [-0.6, 0.2, 0.0]]}



No. 3
{"formula": "C4H13N3", "method": "ωB97M-V/def2-TZVPD", "homo_lumo_gap_ha": 0.3605, "charge": 0, "e_lumo_ev": 1.17, "smiles": "CNCCNCN", "de_lowest_kj_mol": 102.3, "symbols": ["C", "N", "C", "N", "C", "N", "C", "H", "H", "H", "H", "H", "H", "H", "H", "H", "H", "H", "H", "H"], "coordinates": [[-0.618, 0.667, 0.627], [-0.673, -0.749, 0.212], [-2.011, -1.296, 0.233], [-2.014, -2.740, 0.121], [0.478, 1.418, -0.113], [1.708, 0.675, -0.081], [2.734, 1.321, -0.915], [-0.444, 0.724, 1.706], [-1.585, 1.098, 0.418], [0.001, -1.256, 0.777], [-2.601, -0.954, 1.102], [-2.526, -0.862, -0.626], [-1.101, -3.124, 0.333], [-2.650, -3.156, 0.794], [0.121, 1.693, -1.117], [0.625, 2.369, 0.418], [1.536, -0.219, -0.528], [2.410, 1.370, -1.962], [2.964, 2.299, -0.505], [3.646, 0.722, -0.895]], "atomic_forces_ev_per_a": [[0.3, -0.8, -0.1], [0.5, 0.5, 0.0], [-0.3, 0.4, 0.1], [0.0, -0.5, 0.3], [-0.7, 0.6, 0.5], [0.7, 0.0, -0.6], [-0.1, -0.7, 0.3], [0.0, 0.1, 0.0], [-0.3, 0.4, -0.1], [-0.4, -0.2, 0.1], [0.2, -0.2, 0.2], [-0.1, 0.0, -0.2], [0.0, 0.1, -0.1], [0.1, 0.1, -0.2], [0.2, -0.2, -0.2], [0.1, -0.1, -0.1], [-0.2, -0.1, 0.2], [0.1, 0.4, 0.0], [0.0, 0.2, -0.2], [0.0, 0.0, 0.1]]}



No. 4
{"formula": "C60H52N8O16", "method": "ωB97M-V/def2-TZVPD", "homo_lumo_gap_ha": 0.3120, "charge": 0, "e_lumo_ev": -0.89, "smiles": "O=[N+]([O-])c1ccccc1.O=[N+]([O-])c1ccccc1.O=[N+]([O-])c1ccccc1.O=[N+]([O-])c1ccccc1.O=[N+]([O-])c1ccccc1.O=[N+]([O-])c1ccccc1.O=[N+]([O-])c1ccccc1.O=[N+]([O-])c1ccccc1.c1ccccc1.c1ccccc1", "de_lowest_kj_mol": 47.0, "symbols": ["C", "C", "C", "C", "C", "C", "H", "H", "H", "H", "H", "H", "C", "C", "C", "C", "C", "C", "H", "H", "H", "H", "H", "H", "C", "C", "C", "C", "C", "C", "N", "O", "O", "H", "H", "H", "H", "H", "C", "C", "C", "C", "C", "C", "N", "O", "O", "H", "H", "H", "H", "H", "C", "C", "C", "C", "C", "C", "N", "O", "O", "H", "H", "H", "H", "H", "C", "C", "C", "C", "C", "C", "N", "O", "O", "H", "H", "H", "H", "H", "C", "C", "C", "C", "C", "C", "N", "O", "O", "H", "H", "H", "H", "H", "C", "C", "C", "C", "C", "C", "N", "O", "O", "H", "H", "H", "H", "H", "C", "C", "C", "C", "C", "C", "N", "O", "O", "H", "H", "H", "H", "H", "C", "C", "C", "C", "C", "C", "N", "O", "O", "H", "H", "H", "H", "H"], "coordinates": [[4.760, 1.188, -6.157], [4.162, 2.387, -5.743], [2.997, 2.290, -4.979], [2.398, 1.054, -4.770], [2.894, -0.107, -5.333], [4.148, -0.036, -5.965], [5.699, 1.252, -6.693], [4.611, 3.351, -5.932], [2.648, 3.171, -4.456], [1.375, 0.945, -4.426], [2.515, -1.114, -5.223], [4.542, -0.922, -6.446], [3.126, 4.594, -0.439], [3.695, 3.423, 0.083], [4.631, 2.716, -0.654], [4.986, 3.169, -1.907], [4.440, 4.323, -2.446], [3.504, 5.039, -1.698], [2.386, 5.157, 0.112], [3.372, 2.968, 1.012], [5.090, 1.753, -0.468], [5.750, 2.660, -2.485], [4.715, 4.645, -3.441], [2.999, 5.893, -2.131], [4.070, -0.657, -0.750], [4.596, -1.098, -1.965], [5.669, -1.967, -2.011], [6.203, -2.424, -0.813], [5.727, -2.020, 0.418], [4.646, -1.137, 0.419], [7.416, -3.298, -0.828], [7.862, -3.694, 0.219], [7.881, -3.507, -1.929], [3.325, 0.109, -0.595], [4.120, -0.673, -2.841], [6.039, -2.399, -2.928], [6.127, -2.361, 1.360], [4.269, -0.754, 1.360], [-5.802, -1.180, -0.520], [-7.006, -1.776, -0.925], [-7.752, -2.507, -0.014], [-7.351, -2.550, 1.303], [-6.162, -1.982, 1.713], [-5.389, -1.250, 0.808], [-8.175, -3.307, 2.241], [-7.945, -3.218, 3.435], [-9.100, -3.987, 1.823], [-5.117, -0.789, -1.259], [-7.284, -1.837, -1.968], [-8.650, -2.999, -0.359], [-5.863, -2.089, 2.748], [-4.385, -0.960, 1.079], [-3.865, 3.244, 3.887], [-3.047, 2.133, 3.672], [-3.579, 0.880, 3.949], [-4.801, 0.753, 4.596], [-5.607, 1.867, 4.795], [-5.142, 3.109, 4.394], [-5.108, -0.495, 5.297], [-4.140, -1.123, 5.684], [-6.258, -0.777, 5.521], [-3.457, 4.248, 3.845], [-2.046, 2.334, 3.317], [-2.959, 0.002, 3.824], [-6.563, 1.678, 5.266], [-5.751, 3.973, 4.630], [-7.134, 5.758, 0.240], [-6.325, 6.447, -0.680], [-5.031, 5.984, -0.924], [-4.516, 4.952, -0.145], [-5.262, 4.339, 0.850], [-6.566, 4.780, 1.031], [-3.136, 4.510, -0.376], [-2.285, 5.376, -0.479], [-2.930, 3.316, -0.463], [-8.125, 6.048, 0.564], [-6.655, 7.337, -1.196], [-4.423, 6.447, -1.688], [-4.795, 3.477, 1.306], [-7.223, 4.170, 1.640], [1.136, 1.395, -1.610], [0.408, 1.998, -0.598], [-0.475, 1.269, 0.194], [-0.728, -0.054, -0.094], [-0.055, -0.670, -1.158], [0.850, 0.054, -1.904], [-1.710, -0.766, 0.684], [-2.191, -1.793, 0.213], [-1.995, -0.358, 1.791], [1.997, 1.869, -2.066], [0.599, 3.036, -0.361], [-0.973, 1.872, 0.941], [-0.189, -1.718, -1.391], [1.543, -0.460, -2.559], [5.232, -6.812, 0.584], [4.572, -5.982, 1.487], [3.697, -4.996, 1.050], [3.551, -4.808, -0.328], [4.148, -5.661, -1.211], [4.960, -6.716, -0.780], [2.700, -3.715, -0.835], [2.101, -3.043, -0.034], [2.622, -3.582, -2.041], [5.959, -7.546, 0.904], [4.723, -6.048, 2.555], [3.330, -4.256, 1.746], [3.929, -5.611, -2.269], [5.425, -7.349, -1.519], [2.875, 0.473, 7.298], [3.505, 0.019, 6.142], [3.111, 0.548, 4.928], [1.934, 1.259, 4.821], [1.420, 1.831, 5.976], [1.854, 1.413, 7.223], [1.429, 1.647, 3.493], [2.079, 1.403, 2.514], [0.352, 2.221, 3.505], [3.235, 0.185, 8.278], [4.280, -0.732, 6.192], [3.637, 0.216, 4.040], [0.644, 2.584, 5.938], [1.286, 1.739, 8.082], [0.137, -2.812, -4.101], [-0.256, -3.966, -3.420], [-1.562, -4.122, -3.045], [-2.498, -3.142, -3.395], [-2.105, -1.987, -4.056], [-0.770, -1.851, -4.445], [-3.906, -3.298, -3.027], [-4.254, -4.332, -2.507], [-4.633, -2.345, -3.206], [1.184, -2.673, -4.339], [0.447, -4.754, -3.188], [-1.920, -4.990, -2.506], [-2.816, -1.239, -4.377], [-0.546, -1.106, -5.199]], "atomic_forces_ev_per_a": [[0.2, 0.9, -0.5], [-0.3, -1.1, 0.9], [0.7, 0.2, 0.1], [-1.5, -0.6, -0.8], [2.3, 0.1, -0.2], [-0.8, 0.0, -0.3], [0.0, -0.1, -0.1], [0.1, 0.0, 0.0], [-0.4, 0.0, -0.3], [0.2, 0.5, 0.7], [-0.7, 0.3, 0.1], [0.3, 0.0, 0.3], [0.4, -0.5, 0.2], [-0.2, -0.4, 0.1], [0.2, -0.1, -1.0], [0.5, 0.7, -0.8], [-0.3, 0.2, 0.4], [-0.1, -0.2, -0.4], [0.0, -0.1, 0.1], [-0.2, 0.4, 0.2], [-0.3, 0.1, 1.1], [-0.1, -0.2, 0.0], [0.0, 0.1, 0.0], [0.2, 0.1, 0.1], [1.2, -0.4, 0.7], [-0.9, 0.9, 0.1], [-0.1, -0.7, 0.2], [0.5, 0.0, 0.5], [-0.8, 0.4, 0.0], [0.2, 0.1, 0.3], [-0.8, 0.7, -0.8], [0.1, -0.2, 0.3], [0.3, -0.4, 0.0], [-0.3, -0.2, -0.7], [0.3, -0.3, -0.4], [0.1, 0.3, -0.1], [0.3, -0.1, -0.2], [0.0, -0.2, 0.1], [-0.2, -0.4, 0.0], [0.8, -0.3, 0.3], [-0.4, 0.5, -0.7], [0.2, -0.2, -0.3], [0.1, 0.7, 0.5], [-0.4, -1.1, -0.3], [-0.9, -0.6, 1.1], [0.6, 0.3, -0.3], [0.4, 0.3, -0.6], [-0.2, 0.3, 0.0], [0.1, 0.3, -0.1], [0.0, -0.1, 0.3], [0.0, -0.1, 0.0], [-0.1, 0.3, 0.2], [0.4, 0.2, 0.6], [-1.1, 0.7, -0.2], [0.9, -0.5, 0.6], [0.5, 1.2, -0.4], [-0.2, -1.0, -0.2], [-0.5, -0.2, 0.5], [0.5, 0.1, 0.0], [-0.1, -0.3, -0.1], [-0.5, 0.0, 0.0], [0.0, 0.0, -0.5], [0.1, -0.6, -0.1], [-0.1, 0.0, 0.0], [0.0, 0.4, 0.1], [0.1, 0.1, -0.2], [0.9, 1.0, 0.6], [0.0, -0.7, 0.3], [-0.1, 0.2, 0.4], [-0.7, 0.4, 0.0], [0.5, 0.0, -1.1], [-0.1, -1.6, -0.3], [0.2, 0.2, -0.2], [-0.2, -0.2, 0.0], [0.0, 0.0, 0.2], [-0.2, 0.3, -0.7], [-0.3, -0.1, -0.2], [0.1, 0.0, 0.1], [-0.4, 0.0, 0.5], [0.1, 0.3, 0.4], [-0.4, -0.8, 0.5], [0.6, 0.0, 0.0], [-0.1, 1.2, -0.4], [0.7, 0.5, -1.0], [-0.4, -0.2, 0.1], [1.0, 0.3, 0.6], [-0.3, -1.6, 0.1], [0.3, 0.6, -0.1], [0.1, 0.4, 0.1], [-0.3, 0.3, -0.2], [-0.1, 0.0, 0.1], [-0.3, -0.6, 0.3], [-0.2, 0.0, 0.2], [-0.4, -0.2, -0.3], [-0.1, -0.3, -0.5], [-0.3, 0.2, 0.0], [0.8, 0.6, -0.5], [-0.2, 0.0, 1.1], [0.1, -1.2, -1.2], [-0.1, 1.2, 0.7], [0.0, -0.6, -0.1], [-0.2, 0.3, 0.4], [0.1, 0.1, -0.2], [-0.1, 0.0, 0.3], [0.2, -0.2, 0.0], [-0.4, -0.2, 0.0], [0.0, 0.4, 0.0], [0.0, -0.1, 0.1], [0.2, 0.2, 0.4], [-0.2, 0.7, 0.6], [-0.1, -1.8, -1.0], [1.3, 1.1, 0.6], [-1.1, 0.0, -0.1], [0.0, -0.4, -0.6], [-0.7, 0.6, 1.2], [0.4, -0.3, -0.6], [0.1, -0.1, -0.4], [-0.1, -0.3, -0.1], [0.2, 0.2, 0.0], [-0.2, 0.1, -0.1], [-0.2, -0.2, -0.3], [0.4, 0.2, 0.2], [0.9, -0.7, 0.3], [0.4, 0.2, 0.1], [-1.3, 0.0, 0.0], [0.9, 0.5, 0.0], [0.0, -0.3, -0.4], [-1.1, 0.0, -0.6], [0.2, 0.2, 0.6], [0.0, -0.5, 0.0], [-0.3, 0.3, -0.3], [0.0, -0.2, -0.2], [0.2, 0.2, 0.0], [0.1, 0.0, 0.0], [-0.2, -0.1, 0.2], [0.3, 0.4, 0.5]]}



Copy entry 2 word for word.
{"formula": "C8H13N2S", "method": "ωB97M-V/def2-TZVPD", "homo_lumo_gap_ha": [0.2208, 0.2441], "charge": 1, "e_lumo_ev": [-5.87, -5.61], "de_lowest_kj_mol": 619.1, "symbols": ["C", "C", "C", "C", "C", "C", "C", "C", "N", "N", "S", "H", "H", "H", "H", "H", "H", "H", "H", "H", "H", "H", "H", "H"], "coordinates": [[0.356, 0.023, -3.193], [0.762, -0.050, -1.893], [-1.218, 0.950, -1.924], [-0.519, 0.402, 0.161], [-0.522, 0.187, 2.640], [1.625, 0.557, 1.248], [0.231, -1.707, 0.976], [0.210, -0.134, 1.289], [-0.908, 0.669, -3.230], [-0.274, 0.409, -1.101], [-3.174, 0.473, 0.571], [0.816, -0.472, -3.970], [1.417, -0.616, -1.380], [-2.080, 1.338, -1.525], [0.040, -0.284, 3.505], [-1.484, -0.187, 2.761], [-0.577, 1.240, 2.763], [2.015, 0.526, 0.244], [1.593, 1.556, 1.516], [2.348, 0.092, 2.034], [0.473, -1.700, -0.090], [-0.823, -2.032, 1.234], [1.018, -2.232, 1.450], [-1.324, 0.991, -4.086]], "atomic_forces_ev_per_a": [[-0.6, 0.7, 2.7], [-2.3, 0.1, -2.4], [1.5, -1.6, -3.5], [-4.2, 0.7, 4.6], [2.9, -1.0, 0.3], [0.7, -2.8, 1.2], [-1.5, 2.0, -0.6], [0.5, -0.4, 0.9], [1.8, -0.1, 3.5], [-0.3, 1.5, -3.9], [2.1, -0.1, -0.5], [0.7, -0.4, -1.9], [2.8, -1.6, 0.7], [-2.1, 1.2, 0.7], [-0.2, 0.7, -1.0], [-1.8, -0.8, -0.5], [0.1, 1.0, 0.3], [0.7, -0.3, -0.1], [-0.5, 2.1, 0.5], [-1.3, 0.4, -1.6], [-0.5, -1.1, 0.1], [1.5, -0.2, -0.6], [0.5, -0.4, 1.0], [-0.6, 0.2, 0.0]]}